C17H27NO3 in the gas phase, computed with wB97M-V/def2-TZVPD.

```
48
Properties=species:S:1:pos:R:3:forces:R:3
O -0.893 -0.466 1.044 -0.2 -0.1 0.4
O 3.187 -1.976 -0.216 0.3 0.0 0.0
O -3.119 0.983 -1.165 0.2 0.2 0.0
N -0.390 1.054 -0.549 0.2 0.3 -0.1
C -4.184 0.061 -1.249 -0.1 -0.3 -0.1
C -4.191 -1.010 -0.145 -0.2 0.4 -0.1
C -3.191 1.871 -0.068 0.0 0.3 0.0
C 1.108 -1.472 -1.404 0.2 -0.1 0.1
C -0.392 -1.270 -1.170 0.1 0.0 0.1
C 5.838 0.435 0.223 0.0 0.0 0.0
C -5.170 -1.835 2.022 -0.1 0.2 -0.1
C 5.147 -0.722 -0.066 -0.2 -0.1 0.0
C -5.259 -0.782 0.925 0.2 -0.3 0.0
C 1.782 -2.101 -0.177 -0.4 0.1 -0.1
C 3.083 0.353 0.534 -0.2 -0.3 0.0
C -0.618 -0.204 -0.110 0.2 -0.2 -0.6
C 5.163 1.561 0.669 0.0 0.2 0.1
C -2.028 2.857 -0.157 0.0 -0.5 0.1
C 3.791 1.509 0.823 0.1 0.1 0.0
C -0.702 2.212 0.254 -0.1 0.3 0.1
C 3.760 -0.777 0.086 0.2 0.1 0.0
H -4.150 2.413 -0.100 0.1 -0.1 0.0
H 0.111 2.940 0.162 0.0 -0.1 0.1
H -4.359 -1.988 -0.600 0.0 -0.1 0.0
H -5.317 -2.830 1.608 0.0 -0.1 0.0
H -5.929 -1.663 2.782 0.0 -0.1 0.1
H -1.960 3.217 -1.186 -0.1 0.1 0.0
H -4.050 -0.405 -2.229 -0.1 0.0 0.1
H -4.192 -1.803 2.496 0.1 0.0 0.1
H -6.248 -0.818 0.461 0.0 0.1 0.0
H 2.014 0.351 0.673 -0.1 0.0 0.0
H 5.657 -1.608 -0.411 0.1 -0.1 0.0
H 1.376 -1.673 0.746 0.1 -0.1 0.0
H -0.838 -2.203 -0.824 -0.1 0.1 0.0
H 1.598 -3.179 -0.160 0.0 0.1 0.0
H -0.344 1.206 -1.544 0.0 -0.2 0.0
H 6.911 0.460 0.101 0.1 0.0 0.0
H -2.226 3.706 0.497 0.0 0.1 0.0
H 1.584 -0.510 -1.613 0.0 0.0 0.0
H -3.206 -1.032 0.324 0.1 -0.1 0.0
H 5.704 2.467 0.895 0.0 0.1 0.0
H 1.267 -2.116 -2.271 0.0 0.0 0.0
H -0.881 -0.968 -2.097 -0.1 0.0 0.0
H -0.759 1.867 1.290 0.1 0.1 -0.1
H -5.142 0.604 -1.253 0.0 0.0 0.0
H 3.253 2.378 1.174 0.0 0.1 0.0
H -3.132 1.321 0.880 0.0 0.0 0.0
H -5.138 0.209 1.369 0.0 0.1 -0.1
```
Positions in Å, forces in eV/Å.

Charge: 0
Energy relative to the best compared isomer or geometry (same formula, charge and spin), kcal/mol: 20.7
F_max, eV/A: 0.63